Arrangement a

This record from the OMol25 dataset describes a cluster of 2 separate species, CH4S2 in total. The level of theory is wB97M-V/def2-TZVPD.

Orbital gap (spin up / spin down), eV: 8.57 / 7.53
HOMO level (spin up / spin down), hartree: -0.3161 / -0.2799
Net charge: 0

Cartesian coordinates (Å):
1 C 0.43 -0.20 -0.23
2 S 0.07 1.47 -0.51
3 S 1.75 -0.54 0.87
4 H -1.30 -0.60 0.81
5 H 0.32 -1.08 -0.98
6 H -0.45 1.27 -1.61
7 H 1.76 0.69 1.46

Arrangement b

This record from the OMol25 dataset describes a cluster of 2 separate species, CH4S2 in total. The level of theory is wB97M-V/def2-TZVPD.

Orbital gap, eV: 8.53
HOMO level, hartree: -0.3380
Net charge: 0
SMILES string: C=S.S

Cartesian coordinates (Å):
1 C -0.35 -1.71 0.04
2 H -1.67 2.09 -0.29
3 H -0.21 0.83 0.03
4 H -0.55 -2.78 0.03
5 H -1.01 -1.10 -0.57
6 S -0.50 1.78 -0.87
7 S 0.85 -1.08 0.91

Bottom line: arrangement b, by a margin of 294.1 kJ/mol.

Arrangement a

This record from the OMol25 dataset describes a cluster of 3 separate species, C3H11NO3 in total. The level of theory is wB97M-V/def2-TZVPD.

2S+1: 2
Orbital gap (spin up / spin down), eV: 10.06 / 6.05
HOMO level (spin up / spin down), hartree: -0.5560 / -0.5551
Net charge: +1

Cartesian coordinates (Å):
1 C -1.13 0.69 -0.81
2 N 0.09 0.04 -0.88
3 C 1.41 0.32 -1.50
4 C 2.17 1.25 -0.57
5 O -1.77 0.96 0.30
6 H -1.57 1.12 -1.77
7 H 0.24 -0.74 -0.20
8 H 1.25 0.81 -2.53
9 H 1.81 -0.64 -1.64
10 H 3.20 1.14 -0.81
11 H 2.03 0.90 0.45
12 H 1.83 2.28 -0.68
13 H -2.87 -0.50 1.05
14 H -2.82 -0.97 2.48
15 O -2.85 -1.30 1.60
16 H -1.14 -1.61 1.56
17 H 0.27 -2.04 2.37
18 O -0.18 -1.70 1.58

Arrangement b

This record from the OMol25 dataset describes a cluster of 3 separate species, C3H11NO3 in total. The level of theory is wB97M-V/def2-TZVPD.

2S+1: 2
Orbital gap (spin up / spin down), eV: 10.74 / 5.63
HOMO level (spin up / spin down), hartree: -0.5518 / -0.5515
Net charge: +1

Cartesian coordinates (Å):
1 C -0.61 0.98 -2.26
2 C -0.20 0.86 -0.84
3 N -0.91 -0.12 -0.03
4 C -0.72 -1.43 -0.58
5 O 0.69 1.48 -0.33
6 H 0.32 1.47 -2.71
7 H -0.82 0.14 -2.93
8 H -1.48 1.61 -2.21
9 H -0.41 -0.03 0.94
10 H -0.93 -2.15 0.21
11 H 0.10 -1.71 -1.22
12 H -1.69 -1.52 -1.22
13 H 1.46 -1.31 2.09
14 H 1.81 -0.11 1.23
15 O 2.06 -1.04 1.38
16 H 0.82 0.85 3.57
17 H 0.19 1.36 2.15
18 O 0.32 0.66 2.78

Bottom line: arrangement a, by a margin of 29.4 kJ/mol.

Arrangement a

This record from the OMol25 dataset describes a structure of composition C4H9N2O2. The level of theory is wB97M-V/def2-TZVPD.

Orbital gap, eV: 5.11
HOMO level, hartree: -0.5197
Net charge: +1

Cartesian coordinates (Å):
1 N 0.73 -1.50 -2.13
2 C 0.89 -1.11 -0.83
3 C -0.29 -1.08 -0.04
4 N -0.16 -0.51 1.42
5 C -0.40 0.81 1.35
6 C -1.66 1.29 1.31
7 O 1.59 1.75 0.01
8 O -1.44 -1.27 -0.34
9 H 2.31 2.38 0.18
10 H -0.17 -1.85 -2.39
11 H 1.15 -0.89 -2.82
12 H 0.14 -0.04 -0.61
13 H 1.87 -1.36 -0.43
14 H -0.66 -1.06 2.11
15 H 0.52 1.43 1.06
16 H -1.87 2.33 1.06
17 H -2.53 0.67 1.07

Arrangement b

This record from the OMol25 dataset describes the ion C4H9N2O2 with charge +1. The level of theory is wB97M-V/def2-TZVPD.

Orbital gap, eV: 11.24
HOMO level, hartree: -0.5380
Net charge: +1
SMILES string: NC(=O)[C@H]([NH3+])CC=O

Cartesian coordinates (Å):
1 N 0.08 -1.47 0.33
2 C 0.22 0.04 0.33
3 C -1.04 0.65 -0.25
4 C -2.28 0.34 0.55
5 O -2.32 -0.63 1.26
6 C 1.43 0.33 -0.56
7 N 2.29 1.27 -0.13
8 O 1.58 -0.32 -1.57
9 H -0.52 -1.71 1.13
10 H -0.39 -1.75 -0.53
11 H 0.98 -1.92 0.43
12 H 0.40 0.40 1.33
13 H -0.92 1.72 -0.40
14 H -1.21 0.35 -1.30
15 H -3.12 1.04 0.44
16 H 3.00 1.52 -0.81
17 H 2.16 1.91 0.64

Arrangement c

This record from the OMol25 dataset describes the ion C4H9N2O2 with charge +1. The level of theory is wB97M-V/def2-TZVPD.

Orbital gap, eV: 10.55
HOMO level, hartree: -0.5039
Net charge: +1
SMILES string: OC1(O)CNC=[NH+]C1

Cartesian coordinates (Å):
1 C 1.84 0.18 0.19
2 C -0.28 1.34 -0.24
3 C 0.06 -1.31 -0.45
4 C -1.05 0.06 0.09
5 N 1.15 1.27 -0.05
6 N 1.36 -1.03 0.07
7 O -1.23 -0.06 1.43
8 O -2.16 0.03 -0.70
9 H 2.88 0.30 0.49
10 H -0.52 1.61 -1.28
11 H -0.68 2.12 0.42
12 H -0.33 -2.24 -0.05
13 H 0.02 -1.28 -1.53
14 H 1.63 2.16 -0.02
15 H 1.94 -1.81 0.34
16 H -1.79 -0.80 1.68
17 H -2.85 -0.56 -0.38

Bottom line: arrangement b, by a margin of 44.2 kJ/mol.

Arrangement a

This record from the OMol25 dataset describes a structure of composition C30H26IN4O4Re. The level of theory is wB97M-V/def2-TZVPD.

2S+1: 2
Orbital gap (spin up / spin down), eV: 6.34 / 6.48
HOMO level (spin up / spin down), hartree: -0.3826 / -0.3810
Net charge: +1

Cartesian coordinates (Å):
1 Re 0.61 -0.43 -1.08
2 O -0.51 -1.76 -0.11
3 C -0.05 -2.17 1.06
4 C -0.94 -2.28 2.14
5 C -0.48 -2.65 3.38
6 C 0.86 -3.00 3.60
7 C 1.73 -3.00 2.54
8 C 1.29 -2.56 1.27
9 C 2.10 -2.72 0.11
10 N 1.91 -2.06 -0.98
11 C 2.32 -2.63 -2.28
12 C 1.05 -2.53 -3.11
13 N 0.73 -1.09 -3.02
14 C 0.93 -0.35 -4.09
15 C 1.18 1.03 -4.12
16 C 1.24 1.69 -5.38
17 C 1.66 2.97 -5.47
18 C 2.07 3.65 -4.30
19 C 2.05 3.04 -3.08
20 C 1.60 1.71 -2.95
21 O 1.62 1.15 -1.77
22 H -1.98 -2.02 1.97
23 H -1.19 -2.69 4.21
24 H 1.20 -3.29 4.58
25 H 2.76 -3.32 2.67
26 H 2.81 -3.55 0.08
27 H 2.67 -3.65 -2.17
28 H 3.11 -2.02 -2.72
29 H 0.26 -3.11 -2.65
30 H 1.20 -2.86 -4.14
31 H 0.99 -0.88 -5.04
32 H 0.93 1.14 -6.27
33 H 1.69 3.47 -6.44
34 H 2.42 4.68 -4.37
35 H 2.37 3.55 -2.18
36 C 3.22 1.69 1.42
37 C 1.93 1.79 2.20
38 N 1.97 2.46 3.34
39 C 0.84 2.56 4.06
40 C -0.37 2.05 3.65
41 C -1.59 2.24 4.53
42 O -2.25 1.01 4.83
43 C -0.43 1.37 2.43
44 C -1.74 0.92 1.90
45 N -1.84 0.47 0.72
46 C -3.05 0.04 0.16
47 C -4.06 -0.62 0.84
48 C -5.18 -1.08 0.15
49 C -5.30 -0.89 -1.22
50 C -4.30 -0.23 -1.92
51 C -3.19 0.21 -1.22
52 I -1.64 1.25 -2.15
53 C 0.76 1.19 1.72
54 O 0.85 0.43 0.61
55 H 3.98 1.17 2.01
56 H 3.59 2.69 1.21
57 H 3.09 1.17 0.47
58 H 0.92 3.09 5.00
59 H -2.33 2.87 4.04
60 H -1.28 2.75 5.44
61 H -1.73 0.54 5.49
62 H -2.62 1.07 2.53
63 H -3.96 -0.78 1.91
64 H -5.96 -1.60 0.70
65 H -6.17 -1.26 -1.75
66 H -4.38 -0.06 -2.99

Arrangement b

This record from the OMol25 dataset describes a structure of composition C30H26IN4O4Re. The level of theory is wB97M-V/def2-TZVPD.

2S+1: 2
Orbital gap (spin up / spin down), eV: 6.65 / 6.72
HOMO level (spin up / spin down), hartree: -0.3889 / -0.3902
Net charge: +1

Cartesian coordinates (Å):
1 Re -0.34 0.41 0.62
2 O 0.60 -0.85 1.72
3 C 1.13 -0.76 2.97
4 C 1.93 -1.81 3.39
5 C 2.46 -1.81 4.66
6 C 2.20 -0.77 5.56
7 C 1.40 0.26 5.15
8 C 0.87 0.30 3.84
9 C -0.06 1.34 3.51
10 N -0.55 1.55 2.34
11 C -1.81 2.32 2.25
12 C -2.87 1.24 2.08
13 N -2.35 0.25 1.09
14 C -3.21 -0.47 0.43
15 C -2.96 -1.42 -0.59
16 C -4.07 -2.17 -1.06
17 C -3.93 -3.14 -2.00
18 C -2.64 -3.37 -2.53
19 C -1.56 -2.63 -2.13
20 C -1.69 -1.64 -1.15
21 O -0.61 -0.93 -0.86
22 H 2.12 -2.61 2.69
23 H 3.09 -2.64 4.97
24 H 2.60 -0.79 6.56
25 H 1.16 1.08 5.82
26 H -0.41 1.96 4.33
27 H -1.78 2.96 1.38
28 H -1.99 2.90 3.15
29 H -3.82 1.65 1.76
30 H -3.02 0.73 3.04
31 H -4.27 -0.33 0.69
32 H -5.05 -1.96 -0.64
33 H -4.78 -3.71 -2.34
34 H -2.50 -4.16 -3.27
35 H -0.57 -2.80 -2.54
36 C -3.18 2.71 -2.00
37 C -1.92 2.25 -2.68
38 N -1.89 2.19 -4.01
39 C -0.79 1.70 -4.61
40 C 0.31 1.24 -3.93
41 C 1.47 0.63 -4.67
42 O 1.85 -0.64 -4.13
43 C 0.28 1.31 -2.53
44 C 1.45 0.90 -1.76
45 N 1.48 0.64 -0.51
46 C 2.70 0.05 0.00
47 C 3.22 -1.08 -0.62
48 C 4.36 -1.68 -0.12
49 C 4.98 -1.17 1.01
50 C 4.47 -0.03 1.62
51 C 3.34 0.58 1.11
52 I 2.72 2.40 1.92
53 C -0.84 1.81 -1.91
54 O -0.95 1.86 -0.55
55 H -3.86 3.12 -2.74
56 H -3.67 1.87 -1.50
57 H -2.97 3.47 -1.24
58 H -0.82 1.66 -5.70
59 H 1.22 0.55 -5.73
60 H 2.35 1.27 -4.61
61 H 1.26 -1.32 -4.49
62 H 2.39 0.82 -2.30
63 H 2.70 -1.48 -1.48
64 H 4.76 -2.56 -0.62
65 H 5.87 -1.64 1.42
66 H 4.97 0.40 2.49

Bottom line: arrangement b, by a margin of 200.2 kJ/mol.

Arrangement a

This record from the OMol25 dataset describes a cluster of 11 separate species, C4H27NO13 in total. The level of theory is wB97M-V/def2-TZVPD.

Orbital gap, eV: 9.70
HOMO level, hartree: -0.3589
Net charge: 0
SMILES string: NC(=O)CCC(=O)O.O.O.O.O.O.O.O.O.O.O

Cartesian coordinates (Å):
1 O 2.03 -0.22 -2.27
2 C 1.20 0.66 -2.20
3 O 0.63 1.03 -3.41
4 C 0.34 1.22 -1.17
5 C -0.05 0.17 -0.10
6 C -1.23 0.69 0.77
7 N -1.40 0.17 2.00
8 O -2.12 1.43 0.33
9 H 1.01 0.59 -4.18
10 H -0.53 1.72 -1.58
11 H 0.63 2.12 -0.53
12 H 0.79 -0.23 0.46
13 H -0.40 -0.63 -0.77
14 H -2.17 0.42 2.59
15 H -0.60 -0.28 2.43
16 H 0.34 -3.98 -2.12
17 H -1.08 -3.46 -1.62
18 O -0.12 -3.62 -1.37
19 H 3.39 1.02 2.26
20 H 2.27 0.26 1.54
21 O 2.43 0.87 2.30
22 H 0.99 -3.69 1.11
23 H 0.48 -2.81 -0.03
24 O 0.83 -2.76 0.91
25 H 0.68 2.87 3.32
26 H 0.74 1.56 2.51
27 O 0.13 2.18 2.93
28 H 2.58 -0.54 -0.65
29 H 2.28 -1.68 0.37
30 O 2.73 -0.80 0.28
31 H -3.02 -2.34 -1.08
32 H -2.94 -2.06 -2.62
33 O -2.51 -2.54 -1.88
34 H 0.27 -2.17 2.83
35 H 0.64 -1.44 4.09
36 O -0.13 -1.78 3.62
37 H -3.88 -0.30 -2.70
38 H -3.21 -0.43 -4.14
39 O -3.83 -0.85 -3.52
40 H 3.29 3.27 1.42
41 H 2.12 2.40 1.88
42 O 2.34 3.33 1.56
43 H -2.46 3.85 -1.83
44 H -1.71 3.01 -0.56
45 O -1.76 3.76 -1.18

Arrangement b

This record from the OMol25 dataset describes a cluster of 11 separate species, C4H27NO13 in total. The level of theory is wB97M-V/def2-TZVPD.

Orbital gap, eV: 9.57
HOMO level, hartree: -0.3545
Net charge: 0
SMILES string: N[C@H](CC=O)C(=O)O.O.O.O.O.O.O.O.O.O.O

Cartesian coordinates (Å):
1 O -0.84 -1.48 0.17
2 C -0.25 -0.52 -0.24
3 O -0.70 0.73 -0.21
4 C 1.23 -0.65 -0.96
5 C 1.32 0.30 -2.17
6 C 2.53 -0.14 -2.85
7 O 3.47 0.56 -3.19
8 N 2.04 -0.33 0.17
9 H -1.55 0.85 0.25
10 H 1.13 -1.67 -1.43
11 H 0.47 -0.08 -2.87
12 H 1.16 1.36 -1.84
13 H 2.62 -1.23 -3.11
14 H 1.95 0.65 0.46
15 H 3.06 -0.41 0.06
16 H -0.19 4.25 2.44
17 H 0.34 3.56 1.24
18 O -0.31 3.46 1.90
19 H 2.49 2.90 2.10
20 H 1.67 2.43 3.16
21 O 1.96 3.28 2.81
22 H 3.00 3.23 -0.66
23 H 3.21 2.09 -1.72
24 O 2.72 2.34 -0.96
25 H -1.11 -2.93 -2.97
26 H -0.51 -2.06 -4.09
27 O -0.35 -2.40 -3.21
28 H 0.66 0.11 4.95
29 H -0.50 0.77 4.07
30 O 0.04 0.85 4.83
31 H 1.61 -2.57 0.85
32 H 2.35 -2.93 2.14
33 O 2.36 -3.06 1.20
34 H -1.74 -2.87 1.53
35 H -0.92 -1.88 2.28
36 O -1.77 -2.30 2.32
37 H -2.16 -0.34 -2.55
38 H -3.26 -0.06 -3.72
39 O -2.47 -0.53 -3.41
40 H -3.92 -0.14 0.08
41 H -4.79 -0.34 -1.34
42 O -3.99 0.08 -0.86
43 H -4.06 -1.67 1.48
44 H -3.71 -0.47 2.30
45 O -4.30 -0.75 1.57

Bottom line: arrangement a, by a margin of 230.7 kJ/mol.

Arrangement a

This record from the OMol25 dataset describes the ion C2H8ClN2O2 with charge +1. The level of theory is wB97M-V/def2-TZVPD.

Orbital gap, eV: 9.61
HOMO level, hartree: -0.5276
Net charge: +1
SMILES string: NC[C@@]([NH3+])(O)OCl

Cartesian coordinates (Å):
1 C -0.94 0.47 0.76
2 C 0.55 0.05 0.02
3 N -1.54 1.30 -0.24
4 N 0.59 -1.61 -0.07
5 O 0.53 0.40 -1.28
6 O 1.52 0.34 0.81
7 Cl 3.10 0.26 0.06
8 H -1.33 -0.51 0.86
9 H -0.46 0.96 1.67
10 H -1.45 2.33 -0.28
11 H -2.37 0.84 -0.66
12 H 1.56 -1.72 -0.30
13 H -0.01 -1.83 -0.75
14 H 0.53 -2.14 0.76
15 H -0.30 0.85 -1.37

Arrangement b

This record from the OMol25 dataset describes a cluster of 2 separate species, C2H8ClN2O2 in total. The level of theory is wB97M-V/def2-TZVPD.

Orbital gap, eV: 10.39
HOMO level, hartree: -0.5340
Net charge: +1

Cartesian coordinates (Å):
1 C 1.31 -0.37 0.42
2 C 0.42 0.67 -0.13
3 N -0.14 0.15 -1.17
4 N 0.94 -1.65 -0.18
5 O 0.31 1.85 0.28
6 O -2.14 0.89 0.74
7 Cl -3.08 -0.56 0.27
8 H 2.28 -0.14 0.14
9 H 1.29 -0.39 1.54
10 H -0.70 0.77 -1.79
11 H -0.07 -0.93 -1.18
12 H 0.56 -2.18 0.56
13 H 1.79 -2.08 -0.39
14 H -2.85 1.43 1.15
15 H 0.07 2.55 -0.26

Bottom line: arrangement b, by a margin of 59.9 kJ/mol.